{"formula": "C4H5NO", "method": "the ωB97M-V functional and the def2-TZVPD basis", "smiles": "C#CCC(N)=O", "e_tot_ev": -7764.806, "homo_energy_ev": -9.9492, "e_above_lowest_kcal_mol": 39.7, "elements": ["C", "C", "C", "C", "N", "O", "H", "H", "H", "H", "H"], "xyz": [[2.440752, 0.006353, -0.980131], [1.403789, -0.136450, -0.379595], [0.228568, -0.723879, 0.274868], [-1.163439, -0.111196, 0.449966], [-1.442916, 1.167209, 0.019856], [-2.027273, -0.874355, 0.831693], [3.352376, 0.129317, -1.525513], [0.514776, -1.159797, 1.238743], [-0.062405, -1.538475, -0.389476], [-2.437514, 1.355589, 0.031815], [-0.889794, 1.916802, 0.404916]], "forces_ev_per_a": [[-0.55, 0.15, 0.32], [0.40, 0.05, -0.30], [0.01, -0.08, -0.03], [-0.18, -0.14, 0.01], [-0.06, -0.09, 0.15], [0.07, 0.32, -0.18], [-0.21, 0.10, 0.16], [-0.10, 0.03, -0.22], [0.19, -0.38, 0.19], [0.09, 0.03, 0.23], [0.32, 0.01, -0.33]], "mulliken_charge": [0.082, -0.425, -0.489, 0.362, -0.426, -0.566, 0.392, 0.327, 0.242, 0.257, 0.243]}

{"formula": "C4H5NO", "method": "the ωB97M-V functional and the def2-TZVPD basis", "smiles": "Oc1cc[nH]c1", "e_tot_ev": -7764.536, "homo_energy_ev": -8.2166, "e_above_lowest_kcal_mol": 45.9, "elements": ["O", "C", "C", "C", "N", "C", "H", "H", "H", "H", "H"], "xyz": [[2.230902, 0.068723, -0.318510], [0.881649, -0.004218, -0.200308], [0.141800, 1.014559, 0.466647], [-1.199069, 0.629165, 0.341287], [-1.231497, -0.578745, -0.254834], [0.052861, -1.025726, -0.545623], [2.449916, 1.009616, -0.225688], [0.602380, 0.890560, 1.440308], [-2.120741, 1.139103, 0.608421], [-2.061954, -1.124826, -0.408733], [0.253758, -2.018211, -0.902968]], "forces_ev_per_a": [[0.14, -0.06, 0.06], [-0.18, -0.41, -0.25], [-0.09, -0.73, 0.02], [0.01, -0.31, 0.18], [-0.10, -0.09, -0.07], [0.04, 0.01, -0.45], [0.01, -0.37, 0.02], [-0.01, 2.08, 0.80], [0.30, -0.28, 0.25], [-0.02, 0.15, -0.25], [-0.10, 0.01, -0.29]], "mulliken_charge": [-0.521, 0.616, -0.390, -0.442, 0.047, -0.806, 0.352, 0.147, 0.392, 0.205, 0.401]}

{"formula": "C4H5NO", "method": "the ωB97M-V functional and the def2-TZVPD basis", "smiles": "Cc1cnco1", "e_tot_ev": -7764.880, "homo_energy_ev": -8.5552, "e_above_lowest_kcal_mol": 38.0, "elements": ["C", "C", "C", "N", "C", "O", "H", "H", "H", "H", "H"], "xyz": [[0.382795, 0.905558, 1.389451], [0.084492, 0.061615, 0.238920], [0.843758, -0.555552, -0.702021], [0.012216, -1.211184, -1.594387], [-1.175697, -0.931026, -1.191094], [-1.235562, -0.121488, -0.102226], [-0.289037, 0.876639, 2.259065], [1.435438, 1.033430, 1.647309], [0.139121, 1.730415, 0.472307], [1.920757, -0.541621, -0.804769], [-2.118281, -1.246784, -1.612555]], "forces_ev_per_a": [[-0.69, 2.94, -2.90], [0.40, -2.51, -0.28], [-0.04, 0.09, 0.53], [-0.54, 0.14, -0.21], [0.06, -0.08, -0.49], [0.59, -0.39, 0.35], [0.13, 0.15, -0.71], [-0.27, -0.34, -0.20], [0.48, 0.14, 3.75], [-0.20, -0.18, 0.10], [0.09, 0.04, 0.05]], "mulliken_charge": [-0.855, 0.588, -0.359, -0.521, -0.004, -0.339, 0.254, 0.291, 0.204, 0.360, 0.382]}

{"formula": "C4H5NO", "method": "the ωB97M-V functional and the def2-TZVPD basis", "smiles": "C#CCNC=O", "e_tot_ev": -7764.765, "homo_energy_ev": -9.9997, "e_above_lowest_kcal_mol": 40.6, "elements": ["C", "C", "C", "N", "C", "O", "H", "H", "H", "H", "H"], "xyz": [[-0.474995, -1.979130, -1.798597], [-0.006487, -1.310898, -0.913572], [0.475238, -0.438251, 0.160914], [-0.433057, 0.649223, 0.403681], [0.065688, 1.727769, 1.060258], [1.194882, 1.818190, 1.509767], [-0.900383, -2.577622, -2.571149], [1.473369, -0.051863, -0.123366], [0.677093, -1.025390, 1.066356], [-1.395676, 0.634789, 0.078542], [-0.675671, 2.553183, 1.127165]], "forces_ev_per_a": [[0.21, 0.31, 0.47], [-0.47, -0.26, -0.35], [0.84, -0.84, -0.45], [0.20, 0.50, 0.27], [-0.19, 0.59, 0.14], [-0.66, -0.24, -0.36], [0.10, 0.04, 0.06], [-0.54, 0.10, 0.10], [-0.26, 0.06, -0.07], [0.55, -0.06, 0.10], [0.21, -0.20, 0.10]], "mulliken_charge": [0.216, -0.466, -0.598, -0.137, 0.023, -0.551, 0.399, 0.303, 0.241, 0.241, 0.329]}

{"formula": "C4H5NO", "method": "the ωB97M-V functional and the def2-TZVPD basis", "smiles": "Cc1ccon1", "e_tot_ev": -7764.210, "homo_energy_ev": -9.4342, "e_above_lowest_kcal_mol": 53.4, "elements": ["C", "C", "C", "C", "O", "N", "H", "H", "H", "H", "H"], "xyz": [[1.537442, 0.633124, -0.420801], [0.024855, 0.448982, -0.219661], [-0.426676, -0.582464, 0.653634], [-1.733591, -0.801580, 0.407059], [-2.242958, 0.088034, -0.424373], [-0.971045, 1.011897, -0.846548], [1.853454, 1.491135, -1.018358], [2.037728, 0.686637, 0.555162], [1.938139, -0.272291, -0.907623], [0.143109, -0.959869, 1.475809], [-2.263998, -1.691414, 0.759315]], "forces_ev_per_a": [[-0.38, 0.21, 0.02], [-0.51, -0.12, 0.16], [0.26, -0.26, 0.43], [0.61, 0.13, 0.14], [2.20, 1.11, -0.62], [-0.98, -1.52, 0.06], [-0.38, -0.04, 0.10], [-0.27, 0.08, -0.18], [-0.39, 0.30, 0.12], [0.34, -0.69, -0.09], [-0.50, 0.80, -0.14]], "mulliken_charge": [-1.025, 0.796, -0.473, -0.182, -0.288, -0.443, 0.328, 0.299, 0.271, 0.338, 0.377]}

{"formula": "C4H5NO2", "method": "the ωB97M-V functional and the def2-TZVPD basis", "smiles": "O=CC(=O)N1CC1", "e_tot_ev": -9809.353, "homo_energy_ev": -10.3444, "e_above_lowest_kcal_mol": 114.4, "elements": ["O", "C", "C", "O", "N", "C", "C", "H", "H", "H", "H", "H"], "xyz": [[0.430553, 2.096912, 0.543487], [1.201238, 1.105251, 0.501977], [1.037932, -0.307682, -0.000746], [2.217246, -0.735514, 0.149075], [-0.022231, -1.192301, -0.417192], [-1.064109, -0.344560, -1.119225], [-1.009650, -0.509289, 0.380218], [2.081148, 1.265136, 1.261133], [-1.374722, -1.099134, -1.949290], [-0.794703, 0.612984, -1.340418], [-0.947121, 0.362440, 1.022094], [-1.755580, -1.254243, 0.968888]], "forces_ev_per_a": [[1.70, -3.12, -1.42], [-2.29, 5.24, 3.54], [6.30, -2.89, -0.37], [-3.13, -0.19, -0.88], [2.78, 3.72, 1.37], [-0.43, -4.15, 0.25], [-6.70, -3.48, 1.30], [-0.85, -1.03, -2.01], [-0.64, 1.96, 1.86], [0.79, 2.34, -1.31], [0.79, 0.04, -0.56], [1.68, 1.54, -1.76]], "mulliken_charge": [-0.481, 0.040, 0.549, -0.504, -0.321, -0.180, -0.381, 0.341, 0.253, 0.256, 0.210, 0.218]}

{"formula": "C4H5NO2", "method": "the ωB97M-V functional and the def2-TZVPD basis", "e_tot_ev": -9810.316, "homo_energy_ev": [-9.5532, -9.5545], "e_above_lowest_kcal_mol": 92.2, "elements": ["O", "C", "C", "O", "N", "C", "C", "H", "H", "H", "H", "H"], "xyz": [[2.371172, 0.666305, 1.891217], [2.182659, 0.158387, 0.815940], [0.840855, 0.182121, 0.085645], [0.870696, 0.582965, -1.094657], [-0.211800, -0.180288, 0.794510], [-1.366008, -0.740111, 0.039386], [-1.411296, 0.416429, -0.804469], [2.997638, -0.309117, 0.227261], [-2.191713, -0.850703, 0.744130], [-1.144466, -1.683523, -0.469283], [-1.210365, 0.401211, -1.865960], [-1.727367, 1.356319, -0.363718]], "forces_ev_per_a": [[-0.10, -0.28, -0.59], [0.13, 0.21, 0.49], [-0.25, 0.12, 0.01], [-0.07, -0.13, 0.20], [0.39, 0.03, -0.01], [-0.18, -0.03, -0.20], [-0.02, -0.02, -0.04], [-0.11, 0.05, 0.06], [0.15, 0.03, -0.09], [-0.02, 0.17, 0.08], [0.00, -0.02, 0.13], [0.07, -0.12, -0.03]], "mulliken_charge": [-0.430, -0.089, 0.787, -0.609, -0.509, -0.266, -0.198, 0.298, 0.260, 0.240, 0.233, 0.283]}

{"formula": "C4H5NO2", "method": "the ωB97M-V functional and the def2-TZVPD basis", "smiles": "O=C1N=C[C@H]2O[C@@H]12.[H][H]", "e_tot_ev": -9811.090, "homo_energy_ev": -9.9963, "e_above_lowest_kcal_mol": 74.4, "elements": ["O", "C", "N", "C", "C", "O", "C", "H", "H", "H", "H", "H"], "xyz": [[1.804396, -1.359935, -1.775307], [1.021244, -0.712287, -1.141629], [-0.416075, -0.791374, -1.304361], [-0.932199, 0.139579, -0.598840], [0.042330, 0.919369, 0.250749], [0.725920, 0.040460, 1.144788], [1.339333, 0.355415, -0.102228], [-2.006642, 0.316566, -0.600790], [-0.136177, 1.931506, 0.599190], [2.291443, 0.876977, -0.084532], [-1.536498, -0.966522, 1.717972], [-2.188974, -0.732069, 1.985688]], "forces_ev_per_a": [[-0.39, 0.33, 0.34], [0.40, -0.23, -0.28], [-0.07, 0.26, 0.15], [0.01, -0.15, -0.10], [-0.12, 0.16, -0.10], [0.01, -0.09, 0.11], [0.17, 0.03, -0.12], [0.16, -0.03, -0.01], [0.04, -0.14, -0.08], [-0.16, -0.10, 0.00], [-0.06, -0.02, 0.10], [0.01, -0.03, 0.00]], "mulliken_charge": [-0.462, 0.254, -0.450, -0.311, 0.000, -0.353, -0.035, 0.499, 0.414, 0.436, -0.148, 0.156]}

{"formula": "C4H5NO2", "method": "the ωB97M-V functional and the def2-TZVPD basis", "smiles": "O=C1CCN=CO1", "e_tot_ev": -9813.555, "homo_energy_ev": -10.2922, "e_above_lowest_kcal_mol": 17.5, "elements": ["O", "C", "C", "C", "N", "C", "O", "H", "H", "H", "H", "H"], "xyz": [[-1.136974, 2.300788, -0.256159], [-0.466591, 1.337656, -0.028716], [-0.952034, -0.035780, 0.351046], [-0.184742, -1.099021, -0.439781], [1.233806, -0.913784, -0.295476], [1.628571, 0.231414, 0.028290], [0.922698, 1.422180, -0.047999], [-0.749849, -0.148227, 1.427163], [-2.027565, -0.101213, 0.197053], [-0.465177, -1.114723, -1.495634], [-0.362131, -2.088399, -0.012741], [2.559987, 0.209113, 0.572955]], "forces_ev_per_a": [[0.60, -0.42, 0.07], [-0.28, 0.16, 0.00], [-0.11, -0.06, -0.07], [-0.27, -0.12, -0.15], [0.05, 0.08, 0.44], [-0.11, -0.68, 0.39], [-0.01, -0.27, 0.24], [-0.01, -0.09, -0.23], [0.06, 0.11, -0.01], [-0.13, -0.02, 0.01], [-0.37, 0.07, -0.22], [0.57, 1.25, -0.48]], "mulliken_charge": [-0.513, 0.569, -0.520, -0.366, -0.430, 0.022, -0.348, 0.288, 0.293, 0.315, 0.289, 0.402]}

{"formula": "C4H5NO2", "method": "the ωB97M-V functional and the def2-TZVPD basis", "smiles": "O=CC(=O)N1CC1", "e_tot_ev": -9812.360, "homo_energy_ev": -10.0225, "e_above_lowest_kcal_mol": 45.1, "elements": ["O", "C", "C", "O", "N", "C", "C", "H", "H", "H", "H", "H"], "xyz": [[0.089325, -2.410871, -0.591805], [-0.169668, -1.547123, -1.389438], [-0.367480, -0.062343, -1.048354], [-0.352666, 0.742733, -1.953747], [-0.600850, 0.201138, 0.285417], [-0.130070, 1.398245, 0.946183], [0.481573, 0.064699, 1.238516], [-0.251016, -1.729753, -2.478324], [-0.784611, 1.844063, 1.693222], [0.385809, 2.123577, 0.319231], [1.479632, -0.127131, 0.849365], [0.220021, -0.497233, 2.129733]], "forces_ev_per_a": [[-0.15, 0.55, -0.35], [0.15, -0.39, 0.19], [-0.04, 0.34, -0.10], [-0.11, -0.21, 0.35], [-0.06, -0.10, -0.26], [0.00, 0.21, 0.00], [0.21, -0.15, 0.19], [0.02, -0.02, 0.10], [-0.07, -0.23, -0.27], [0.14, -0.25, 0.15], [-0.19, 0.00, -0.01], [0.11, 0.26, 0.01]], "mulliken_charge": [-0.439, 0.065, 0.458, -0.525, -0.156, -0.379, -0.310, 0.354, 0.229, 0.238, 0.236, 0.230]}